(1)
The following is a DFT calculation (wB97M-V/def2-TZVPD) of a molecular structure, C28H48BrN3P2PdS at a distorted geometry.

Structure (XYZ):
```
84
C28H48BrN3P2PdS, DFT wB97M-V/def2-TZVPD
N -1.907 -0.398 6.115
C -2.920 -0.228 5.243
C -3.104 -1.068 4.149
C -2.201 -2.135 3.957
C -1.160 -2.326 4.895
C -1.051 -1.422 5.959
C -2.284 -2.952 2.788
Pd 0.303 -0.122 -0.528
P 0.652 0.084 -2.810
C -1.318 -3.844 2.416
C -0.949 -4.002 1.034
C 0.340 -4.452 0.655
C 0.766 -4.233 -0.652
C -0.114 -3.668 -1.576
C -1.451 -3.399 -1.272
C -1.862 -3.575 0.052
Br 0.399 -3.651 -3.468
H -3.120 -2.718 2.121
H -0.763 -4.453 3.147
H -3.895 -0.885 3.433
H -0.435 -3.124 4.773
H -3.592 0.617 5.439
H -0.235 -1.535 6.698
H 0.981 -4.914 1.412
H -2.884 -3.355 0.321
H 1.759 -4.526 -0.999
H -2.129 -3.086 -2.050
P 1.741 0.710 1.004
C -1.055 -0.182 -3.433
C -1.208 -0.891 -4.768
H -1.516 0.820 -3.461
H -1.581 -0.728 -2.636
H -2.272 -0.946 -5.023
H -0.707 -0.371 -5.593
H -0.848 -1.924 -4.690
C 2.066 -1.058 -3.056
C 2.601 -1.191 -4.485
H 1.680 -2.048 -2.720
H 2.861 -0.818 -2.329
H 3.161 -2.133 -4.560
H 1.795 -1.237 -5.235
H 3.303 -0.384 -4.745
C 1.203 1.644 -3.569
C 0.926 1.778 -5.068
H 2.278 1.720 -3.354
H 0.707 2.438 -2.996
H 1.334 2.729 -5.422
H 1.410 0.995 -5.664
H -0.146 1.786 -5.290
C 1.984 2.519 1.160
C 2.150 3.311 -0.132
H 2.885 2.619 1.786
H 1.137 2.901 1.738
H 2.511 4.321 0.102
H 2.874 2.864 -0.825
H 1.200 3.429 -0.667
C 3.475 0.214 0.631
C 3.772 -1.281 0.782
H 4.102 0.816 1.311
H 3.668 0.561 -0.397
H 4.778 -1.490 0.391
H 3.758 -1.587 1.839
H 3.056 -1.908 0.229
C 1.438 0.083 2.698
C 0.823 1.069 3.694
H 2.415 -0.282 3.066
H 0.783 -0.799 2.587
H 0.816 0.627 4.695
H 1.386 2.006 3.751
H -0.216 1.300 3.440
C -2.018 4.231 -1.103
N -2.042 2.794 -0.840
C -2.005 2.207 0.359
S -1.709 0.519 0.630
N -2.231 2.973 1.470
C -3.389 3.880 1.560
H -1.632 4.777 -0.230
H -3.021 4.601 -1.362
H -1.371 4.425 -1.968
H -1.892 2.163 -1.634
H -2.074 2.427 2.324
H -4.231 3.415 2.108
H -3.044 4.769 2.092
H -3.695 4.184 0.557
```

Results
- net charge = 0
- orbital gap (eV) = 4.73
- LUMO energy (Ha) = -0.0142

---

(2)
The following is a DFT calculation (wB97M-V/def2-TZVPD) of a molecular structure, C28H48BrN3P2SSn at a distorted geometry.

Structure (XYZ):
```
84
C28H48BrN3P2SSn, DFT wB97M-V/def2-TZVPD
N 10.624 1.861 -2.476
C 10.033 0.911 -3.195
C 8.686 0.575 -3.030
C 7.920 1.226 -2.035
C 8.552 2.292 -1.339
C 9.913 2.547 -1.581
C 6.532 0.851 -1.788
Sn -0.586 0.395 -0.483
P -4.337 3.613 -0.991
C 5.651 1.688 -1.177
C 4.275 1.371 -0.976
C 3.350 2.395 -0.686
C 1.990 2.136 -0.783
C 1.580 0.815 -0.944
C 2.461 -0.202 -1.249
C 3.821 0.057 -1.177
Br -3.047 -0.598 0.749
H 6.218 -0.129 -2.170
H 5.942 2.700 -0.890
H 8.239 -0.171 -3.681
H 8.039 2.919 -0.609
H 10.643 0.398 -3.939
H 10.440 3.335 -1.039
H 3.724 3.398 -0.459
H 4.551 -0.734 -1.330
H 1.271 2.956 -0.729
H 2.143 -1.205 -1.523
P 0.227 0.721 2.052
C -3.479 2.998 -2.492
C -3.994 3.821 -3.686
H -3.731 1.934 -2.609
H -2.389 3.075 -2.365
H -3.738 3.336 -4.633
H -5.085 3.916 -3.636
H -3.569 4.831 -3.692
C -3.166 4.815 -0.254
C -3.901 5.871 0.587
H -2.671 5.305 -1.108
H -2.400 4.278 0.324
H -3.213 6.684 0.846
H -4.736 6.305 0.021
H -4.302 5.448 1.516
C -4.533 2.260 0.213
C -5.878 1.545 0.055
H -4.421 2.672 1.229
H -3.693 1.566 0.041
H -5.969 0.762 0.811
H -6.707 2.249 0.185
H -5.963 1.082 -0.933
C -0.733 -0.226 3.281
C -0.115 -0.491 4.650
H -0.997 -1.169 2.788
H -1.677 0.323 3.390
H 0.595 -1.322 4.630
H 0.390 0.380 5.078
H -0.912 -0.769 5.347
C -0.252 2.468 2.309
C 0.879 3.484 2.457
H -0.895 2.467 3.201
H -0.896 2.738 1.457
H 1.463 3.310 3.365
H 1.558 3.484 1.599
H 0.447 4.487 2.533
C 1.990 0.599 2.531
C 2.576 -0.815 2.610
H 2.081 1.111 3.502
H 2.564 1.192 1.802
H 3.604 -0.805 2.221
H 2.622 -1.172 3.647
H 2.014 -1.545 2.014
C -2.353 -4.449 -1.740
N -1.733 -3.210 -1.278
C -1.047 -3.139 -0.134
S 0.279 -2.051 0.100
N -1.372 -3.951 0.892
C -2.744 -4.371 1.198
H -1.984 -5.292 -1.140
H -2.089 -4.602 -2.792
H -3.445 -4.382 -1.651
H -1.461 -2.517 -1.980
H -0.770 -3.825 1.711
H -2.875 -5.425 0.931
H -2.891 -4.268 2.276
H -3.485 -3.752 0.683
```

Results
- net charge = +2
- relative energy (zero: lowest compared OMol25 entry of this formula, charge and spin) (kJ/mol) = 0.00
- orbital gap (spin up / spin down) (eV) = 4.49 / 3.65
- LUMO energy (spin up / spin down) (Ha) = -0.2812 / -0.3138

---

(3)
The following is a DFT calculation (wB97M-V/def2-TZVPD) of a molecular structure, C28H48Cl2CoN4O5Si at a distorted geometry.

Structure (XYZ):
```
89
C28H48Cl2CoN4O5Si, DFT wB97M-V/def2-TZVPD
C -5.045 0.025 -2.560
C -4.268 1.122 -1.850
H -5.946 -0.201 -1.993
H -4.442 -0.877 -2.638
H -5.355 0.310 -3.573
C -4.924 2.116 -1.155
C -6.384 2.149 -0.878
H -4.370 2.979 -0.778
H -6.762 1.203 -0.471
H -6.987 2.388 -1.763
H -6.579 2.934 -0.142
Co -0.076 -1.004 0.939
Cl -0.277 -3.108 -3.066
C 1.629 2.385 0.669
O 1.626 1.411 1.443
N 2.283 3.546 0.886
C 2.870 3.850 2.178
C 2.431 4.545 -0.156
H 1.087 2.361 -0.295
H 2.900 2.943 2.784
H 2.294 4.629 2.698
H 3.881 4.243 2.025
H 2.205 4.101 -1.133
H 3.462 4.925 -0.155
H 1.756 5.400 0.004
H 4.973 -2.101 0.833
H 5.148 -3.754 -0.884
C 4.005 -2.487 1.174
C 4.175 -4.185 -0.630
N 3.366 -3.176 0.055
H 3.368 -1.670 1.512
C 2.038 -3.133 -0.084
O 1.294 -2.492 0.709
H 3.664 -4.500 -1.540
H 1.647 -3.701 -0.955
H 4.186 -3.188 2.000
H 4.333 -5.056 0.013
H -3.826 -0.579 2.313
H -3.579 2.447 2.439
C -3.189 -0.435 3.194
C -3.077 2.059 3.337
N -2.397 0.797 3.074
H -2.522 -1.290 3.293
C -1.094 0.775 2.760
O -0.401 -0.292 2.725
H -2.337 2.793 3.671
H -0.649 1.751 2.497
H -3.820 -0.335 4.079
H -3.835 1.900 4.109
O -2.420 0.497 -3.223
C -2.907 1.270 -2.198
C -2.083 2.463 -0.211
C -2.034 2.280 -1.602
H -2.542 1.659 0.368
C -1.582 3.599 0.399
H -2.541 1.054 -4.006
C -1.290 3.206 -2.376
H -1.696 3.713 1.480
C -0.981 4.590 -0.384
C -0.804 4.361 -1.749
H -1.125 3.015 -3.443
H -0.706 5.527 0.077
H -0.278 5.112 -2.338
Si -1.321 -4.752 -2.335
Cl -2.082 -0.610 0.362
C -0.912 -4.943 -0.480
C -0.631 -6.277 -3.156
C -3.160 -4.443 -2.403
H -0.443 -4.045 -0.050
H -0.230 -5.791 -0.314
H -1.835 -5.136 0.090
H -3.582 -4.569 -1.394
H -3.635 -5.172 -3.067
H -3.384 -3.427 -2.747
H -0.083 -6.027 -4.071
H -1.420 -6.995 -3.410
H 0.067 -6.791 -2.479
O 0.421 -0.248 -0.874
N 1.565 -0.292 -1.570
C 1.475 -0.337 -2.927
C 2.621 -0.449 -3.686
C 3.874 -0.326 -3.074
C 3.927 -0.128 -1.695
C 2.765 -0.136 -0.950
H 0.482 -0.342 -3.357
H 2.531 -0.648 -4.745
H 4.793 -0.370 -3.660
H 4.867 0.011 -1.177
H 2.757 0.021 0.124
```

Results
- multiplicity = 5
- net charge = -1
- relative energy (zero: lowest compared OMol25 entry of this formula, charge and spin) (kJ/mol) = 0.00
- orbital gap (spin up / spin down) (eV) = 3.22 / 4.21
- expectation value of S² = 6.077
- LUMO energy (spin up / spin down) (Ha) = 0.0988 / 0.0981

---

(4)
The following is a DFT calculation (wB97M-V/def2-TZVPD) of 2 unconnected molecules or ions with the total composition C28H48F4N2O5PS2 at a distorted geometry.

Structure (XYZ):
```
90
C28H48F4N2O5PS2, DFT wB97M-V/def2-TZVPD
C 4.860 -4.041 1.742
C 3.357 -4.314 1.747
C 2.648 -3.387 0.735
N 1.956 -2.324 1.480
C 1.388 -1.280 0.800
N 1.937 -0.124 0.539
P 3.619 0.070 1.112
S 4.508 1.753 0.906
C 1.048 0.865 -0.198
C 1.891 1.649 -1.229
C 2.937 0.955 -2.099
C 0.560 1.968 0.795
F -0.587 1.682 1.450
F 1.510 2.076 1.770
C 0.392 3.430 0.289
F -0.410 3.533 -0.786
F -0.189 4.104 1.310
C 0.006 -0.182 -0.711
C -1.496 0.313 -0.858
C -1.804 1.307 -2.004
C -2.957 2.224 -1.604
S -3.313 3.538 -2.782
C 0.256 -0.697 -2.150
C 1.124 -1.941 -2.251
C 2.205 -1.904 -3.445
O 2.374 -1.900 -1.858
C -0.073 -1.292 0.379
C -0.713 -2.612 -0.026
C -0.688 -0.925 1.786
C -0.776 -2.099 2.789
C -2.228 -2.546 3.062
C -2.379 -4.054 3.023
O -1.625 -4.807 3.638
O -3.438 -4.520 2.291
C -3.068 -5.180 1.054
C -3.923 -6.412 0.914
H 5.417 -4.779 2.304
H 5.245 -4.053 0.726
H 5.076 -3.046 2.126
H 2.998 -4.115 2.751
H 3.188 -5.352 1.495
H 1.957 -3.985 0.152
H 3.407 -3.031 0.049
H 2.393 -2.071 2.356
H 4.336 -0.963 0.496
H 3.523 -0.285 2.466
H 2.466 2.389 -0.694
H 1.193 2.129 -1.904
H 3.552 0.216 -1.605
H 3.626 1.728 -2.426
H 2.564 0.517 -3.015
H 1.336 3.927 0.097
H -2.063 -0.577 -1.107
H -1.924 0.679 0.065
H -0.936 1.843 -2.361
H -2.163 0.730 -2.851
H -3.833 1.612 -1.422
H -2.719 2.682 -0.649
H -2.585 4.564 -2.327
H 0.661 0.032 -2.828
H -0.654 -1.080 -2.598
H 0.640 -2.891 -2.119
H 1.822 -2.928 -3.741
H 3.239 -2.234 -3.572
H -1.681 -2.738 0.440
H -0.946 -2.621 -1.082
H -0.122 -3.479 0.237
H -0.021 -0.213 2.257
H -1.659 -0.458 1.721
H -0.414 -1.735 3.743
H -0.153 -2.946 2.543
H -2.923 -2.131 2.340
H -2.555 -2.203 4.037
H -3.240 -4.502 0.222
H -2.017 -5.445 1.131
H -3.727 -7.096 1.727
H -3.687 -6.888 -0.034
H -4.962 -6.110 0.889
O -3.758 7.749 -2.793
C -2.960 7.721 -1.910
O -2.990 6.782 -0.924
C -1.973 7.062 0.055
C -0.944 7.921 -0.669
C -1.814 8.686 -1.665
H -2.437 7.588 0.892
H -1.561 6.124 0.414
H -0.369 8.557 0.001
H -0.243 7.282 -1.211
H -2.219 9.603 -1.237
H -1.296 8.907 -2.593
```

Results
- net charge = +1
- orbital gap (eV) = 7.02
- LUMO energy (Ha) = -0.1416